[1]
Computed, not measured: the molecule C5H7NO, with ωB97M-V/def2-TZVPD.

```
14
Properties=species:S:1:pos:R:3:mulliken_charge:R:1
O 2.499 -0.451 1.234 -0.4860
C 2.488 -0.487 -0.186 -0.3136
C 1.166 -0.027 -0.627 0.3842
C 0.061 0.349 -0.313 -0.4905
C -1.225 0.653 0.256 -0.1276
C -2.420 0.369 -0.569 -0.3898
N -2.112 -0.472 0.578 -0.5539
H 1.999 0.344 1.470 0.3053
H 3.287 0.133 -0.611 0.2616
H 2.662 -1.525 -0.482 0.2776
H -1.228 1.456 0.995 0.3200
H -2.215 -0.008 -1.570 0.2738
H -3.290 1.009 -0.463 0.2591
H -1.670 -1.343 0.286 0.2797
```

Summary:
HOMO   -0.34536 Ha
Relative energy (zero: lowest compared OMol25 entry of this formula, charge and spin)   3.719 eV
Calculated total energy   -8832.4837 eV
SMILES   OCC#C[C@H]1CN1
LUMO level   0.89 eV


[2]
Computed, not measured: the molecule C5H7NO, with ωB97M-V/def2-TZVPD.

```
14
Properties=species:S:1:pos:R:3:mulliken_charge:R:1
N -1.141 -2.254 0.257 -0.8088
C -0.879 -1.056 0.604 0.5566
O -1.506 0.016 -0.032 -0.4379
C -0.240 -0.080 -0.779 -0.1172
C 0.421 1.318 -0.699 -0.6270
C 0.841 0.968 0.761 -0.6343
C 0.499 -0.521 0.545 -0.1324
H -2.041 -2.242 -0.229 0.2701
H -0.413 -1.091 -1.319 0.4300
H -0.254 2.176 -0.808 0.2877
H 1.281 1.441 -1.360 0.2738
H 0.239 1.453 1.529 0.2430
H 1.900 1.137 0.979 0.3013
H 1.292 -1.265 0.552 0.3950
```

Summary:
HOMO   -0.36201 Ha
Relative energy (zero: lowest compared OMol25 entry of this formula, charge and spin)   4.047 eV
Calculated total energy   -8832.1556 eV
LUMO level   0.92 eV


[3]
Computed, not measured: the molecule C5H7NO, with ωB97M-V/def2-TZVPD.

```
14
Properties=species:S:1:pos:R:3:mulliken_charge:R:1
C 0.352 1.448 1.421 -1.2623
C -0.380 0.394 0.715 0.5793
C 0.192 -0.190 -0.533 0.5290
N 1.422 -0.877 -0.294 -0.6446
C -0.801 -0.871 -1.294 -0.9865
C -1.869 -1.191 -1.666 0.0722
O -1.441 -0.011 1.128 -0.5171
H 1.346 1.065 1.637 0.3538
H 0.534 2.347 0.837 0.3095
H -0.028 1.841 2.360 0.3338
H 1.791 -1.237 -1.169 0.2861
H 1.195 -1.687 0.271 0.2772
H 0.394 0.593 -1.269 0.2157
H -2.708 -1.624 -2.145 0.4538
```

Summary:
HOMO   -0.36158 Ha
Relative energy (zero: lowest compared OMol25 entry of this formula, charge and spin)   2.890 eV
Calculated total energy   -8833.3131 eV
SMILES   C#C[C@H](N)C(C)=O
LUMO level   0.74 eV